Model a:
Density functional theory data (wB97M-V/def2-TZVPD) for a cluster of 17 separate species, H35O17 in total.

Each line ends with the Löwdin charge.
Cartesian coordinates (Å):
1 O 0.98829 -0.22141 -4.57539  0.02
2 H 0.50184 -1.05549 -4.73394  0.08
3 H 1.35585 0.00646 -5.33163  -0.03
4 O 1.51555 -1.02105 -1.09422  -0.01
5 H 1.55175 -0.88086 0.59448  0.10
6 H 1.43854 -1.96903 -1.22786  0.05
7 O -4.43057 1.94940 0.37316  -0.10
8 H -5.09965 1.97713 -0.39239  0.10
9 H -4.55803 1.09302 0.85328  0.02
10 O -0.79145 2.60977 1.29464  0.05
11 H -1.58523 2.57076 1.54276  -0.09
12 H 0.09162 3.63322 -0.23380  -0.01
13 O -3.38192 -2.04383 -0.81630  -0.04
14 H -1.72893 2.20512 -4.87882  -0.01
15 O -3.41717 0.80431 3.00858  -0.03
16 H -3.52295 0.41322 2.22083  -0.05
17 H -3.88317 1.72656 3.06474  0.14
18 O 2.78005 1.72025 -0.77171  -0.10
19 H 2.16680 1.80094 -1.57521  0.06
20 H 2.27379 1.15247 -0.13108  0.02
21 O -0.99408 2.69433 -4.63017  -0.04
22 H -2.46468 -2.17802 -0.74799  -0.03
23 H -0.21677 2.09968 -4.45007  0.04
24 O -0.49183 0.60343 3.50565  -0.11
25 H -1.04533 -3.33394 1.55224  0.14
26 H -1.45916 1.02761 3.54432  0.08
27 O 2.21776 0.03724 4.17190  0.03
28 H 2.58274 0.30482 4.97264  0.03
29 H 1.65958 0.66171 3.90978  -0.06
30 O -0.44366 -3.70546 -0.92334  0.01
31 H -1.01826 -3.37681 -1.59238  0.03
32 H 0.27323 -4.21848 -1.16814  0.02
33 O 1.57526 -1.06721 1.61388  0.09
34 H 0.71621 -1.73414 1.79538  0.15
35 H 2.38000 -1.66526 1.83670  0.02
36 O -0.24575 1.51917 -1.51086  -0.04
37 H -0.43572 1.69640 -0.67111  -0.07
38 H -0.41755 2.35398 -1.98427  0.05
39 O 3.01489 -2.40492 -3.43788  -0.08
40 H 3.36973 -1.96799 -2.67818  0.00
41 H -1.37132 -1.69260 2.21763  0.09
42 O 0.64665 3.56527 -0.96397  -0.01
43 H 0.74942 4.38102 -1.37244  0.04
44 H 0.89196 -0.44044 -1.47262  0.02
45 O -0.73653 -2.45212 2.03992  -0.09
46 H -0.14676 3.17149 1.81507  0.13
47 H 2.52969 -1.55344 -3.73182  0.05
48 O 3.52919 -2.36079 2.34931  0.00
49 H 3.75268 -2.05326 3.32300  0.16
50 H 3.92510 -1.66483 1.83662  0.07
51 H -4.02698 -2.74788 -0.60512  0.07
52 H -0.56467 0.03049 4.26622  0.03

HOMO-LUMO gap = 9.976 eV
LUMO energy = -2.8387 eV
net charge = +1

=====

Model b:
Density functional theory data (wB97M-V/def2-TZVPD) for a structure of composition H35O17.

Each line ends with the Löwdin charge.
Cartesian coordinates (Å):
1 O 3.78940 2.61086 -0.60346  0.04
2 H 0.82043 -3.14801 -1.95605  0.07
3 H -0.21636 -2.65955 -1.00008  0.03
4 O 0.36210 -2.33245 -1.70497  -0.05
5 H 2.84435 -0.04725 -4.77484  0.07
6 H -1.73407 4.85948 2.81636  0.05
7 O 0.63519 1.88460 -0.28916  -0.02
8 H 0.07900 1.57693 0.42938  0.06
9 H 2.71323 0.61676 -2.29115  0.08
10 O 0.12819 -3.14527 3.92937  -0.03
11 H 0.84927 -3.46867 4.47933  0.07
12 H 1.63220 0.81188 -1.31044  0.10
13 O 2.61853 0.62935 -1.29433  0.07
14 H 1.06083 -0.29865 1.90198  0.01
15 O -3.90079 1.99193 2.59764  -0.06
16 H -3.16560 2.51251 2.25427  -0.01
17 H -3.28617 -3.34542 1.46644  0.04
18 O 2.38422 -4.40095 2.04249  -0.05
19 H -2.96119 2.95347 -1.87396  0.02
20 H -3.14784 -3.14888 -2.60280  0.04
21 O 0.29348 -2.09361 1.48089  -0.08
22 H 4.74764 2.71528 -0.58579  0.11
23 H 0.92431 -2.54384 0.91868  0.03
24 O 2.70549 -0.15766 -3.82600  -0.07
25 H -1.58029 4.94072 1.36998  0.04
26 H 1.71821 -0.22914 -3.82568  0.01
27 O -2.57158 -2.97936 0.93363  -0.06
28 H 2.01743 -4.96294 2.73162  0.04
29 H -1.77682 -2.96459 1.48051  -0.01
30 O 0.11977 -0.49646 -4.29633  -0.03
31 H 2.49785 3.28306 1.91593  0.09
32 H -5.68045 0.36889 -0.39163  0.05
33 O -2.31032 -3.00354 -3.05327  -0.05
34 H -0.27728 -1.33529 -4.03308  0.05
35 H -1.85516 -2.27662 -2.62733  0.00
36 O 3.28102 2.72601 1.87627  0.01
37 H 3.69940 2.59381 0.43864  0.06
38 H 0.37963 2.80829 -0.41229  0.07
39 O -4.99554 1.04789 -0.33933  -0.06
40 H 2.89703 -5.07710 1.58132  0.05
41 H -3.97299 1.23895 2.01384  0.00
42 O 1.86917 0.00811 2.32455  -0.05
43 H 3.15741 1.83293 2.22711  0.06
44 H 0.32407 -2.24556 2.44804  0.01
45 O -1.54854 4.28112 2.06712  -0.05
46 H -5.49381 1.85674 -0.49422  0.04
47 H -0.38043 -2.47536 4.38864  0.07
48 O -2.38066 3.30278 -2.54653  -0.05
49 H -2.69252 4.12972 -2.92432  0.04
50 H 3.26822 1.55883 -0.99698  0.05
51 H -0.59070 0.14959 -4.31993  0.08
52 H 2.70206 -0.45430 2.25993  0.05

HOMO-LUMO gap = 10.517 eV
LUMO energy = -2.4330 eV
net charge = +1

=====

Least stable: model a

=====

Model a:
Density functional theory data (wB97M-V/def2-TZVPD) for the ion C4H6NO with charge +1.

Each line ends with the Löwdin charge.
Cartesian coordinates (Å):
1 C -1.65401 0.54666 -0.23817  0.19
2 C 0.98735 -0.43783 -0.08948  -0.37
3 C -0.50658 -0.08273 -0.09375  0.07
4 C 1.86955 0.75742 0.04632  0.04
5 N -1.77924 -0.84035 0.19781  0.19
6 O 1.32774 -1.57231 -0.13866  0.19
7 H -2.28082 1.26501 -0.56305  0.11
8 H 1.29765 1.50551 -0.43425  0.09
9 H 2.77204 0.71984 -0.36892  0.06
10 H 2.13654 0.79234 1.09514  0.13
11 H -2.13258 -1.17616 1.07320  0.18
12 H -2.03765 -1.47741 -0.48619  0.14

HOMO-LUMO gap = 9.817 eV
LUMO energy = -5.4261 eV
SMILES = CC(=O)C1=C[NH2+]1
net charge = +1

=====

Model b:
Density functional theory data (wB97M-V/def2-TZVPD) for the ion C4H6NO with charge +1.

Each line ends with the Löwdin charge.
Cartesian coordinates (Å):
1 C -0.69137 -0.36294 0.85717  0.04
2 C -0.01204 0.22020 -0.23559  -0.49
3 C 0.55616 0.93947 1.09683  0.00
4 C 0.48468 -0.78131 -1.34680  0.07
5 N -0.79866 0.82148 1.66911  0.03
6 O 0.17145 1.55057 -0.20369  0.04
7 H 1.56444 -1.08018 -1.07050  0.24
8 H 0.98646 -0.33038 -2.22537  0.18
9 H -0.44800 -1.22503 -1.68721  0.18
10 H 0.69375 -1.88332 -0.83773  0.29
11 H -1.52183 1.57970 1.34182  0.24
12 H -0.98504 0.55172 2.64197  0.18

HOMO-LUMO gap = 8.519 eV
LUMO energy = -5.1959 eV
net charge = +1

=====

Model c:
Density functional theory data (wB97M-V/def2-TZVPD) for the ion C4H6NO with charge +1.

Each line ends with the Löwdin charge.
Cartesian coordinates (Å):
1 C 1.56987 -0.98268 -0.45720  0.00
2 C 0.08489 -0.77890 0.00062  -0.28
3 C 2.30669 -0.07322 -0.89899  0.43
4 C -1.67982 1.05969 0.47276  -0.04
5 N -0.32408 0.55893 0.43490  -0.06
6 O -0.09668 -0.56777 1.32020  0.07
7 H 2.05274 -2.01058 -0.30893  0.21
8 H -0.52602 -1.50609 -0.66860  0.21
9 H 2.60342 0.88932 -1.32650  0.14
10 H -2.30714 0.72265 -0.39752  0.11
11 H -2.26654 0.61226 1.38502  0.15
12 H -1.41734 2.07639 0.44423  0.07

HOMO-LUMO gap = 6.587 eV
LUMO energy = -7.8989 eV
net charge = +1

=====

Least stable: model b

=====

Model a:
Density functional theory data (wB97M-V/def2-TZVPD) for a cluster of 3 separate species, C2H9NO3 in total.

Each line ends with the Löwdin charge.
Cartesian coordinates (Å):
1 C 1.98595 0.50379 -0.60662  -0.26
2 N 1.48825 -0.80461 -0.65186  0.17
3 C 0.08846 -0.85291 -0.73175  -0.11
4 O 1.93418 1.12232 0.75030  -0.02
5 H 3.06379 0.47500 -0.81270  0.12
6 H 1.51940 1.31640 -1.17483  0.14
7 H -0.13801 -1.53449 -1.56367  0.14
8 H -0.44749 0.08382 -0.87618  0.08
9 H -0.37781 -1.35464 0.14353  0.15
10 H 1.58446 0.44559 1.34228  0.08
11 H -3.40657 -0.96153 0.05599  -0.03
12 O -2.58316 -0.50529 -0.16893  -0.29
13 H -1.48807 1.46161 1.40811  0.02
14 H -1.93091 0.02607 1.15047  -0.03
15 O -1.29249 0.57884 1.73586  -0.15

HOMO-LUMO gap = 4.343 eV
LUMO energy = -4.6287 eV
net charge = 0

=====

Model b:
Density functional theory data (wB97M-V/def2-TZVPD) for a cluster of 3 separate species, C2H9NO3 in total.

Each line ends with the Löwdin charge.
Cartesian coordinates (Å):
1 C -0.55433 1.98073 1.56545  -0.38
2 N -1.76345 1.43712 1.83144  -0.02
3 C -2.00557 0.03814 1.45822  -0.08
4 O 0.41280 1.33551 1.21143  0.01
5 H -0.49615 3.06341 1.70131  0.12
6 H -2.59555 1.97045 1.99157  0.12
7 H -2.99130 -0.18068 1.06185  0.08
8 H -1.69664 -0.58051 2.29390  0.08
9 H -1.26826 -0.34179 0.73920  0.08
10 H 3.23871 -0.83787 2.43941  0.01
11 H 2.59281 -2.17245 2.45036  0.05
12 O 3.40787 -1.72183 2.14126  -0.06
13 H -0.65004 -2.05667 -6.53412  0.03
14 H 0.25692 -1.18473 -7.23772  0.03
15 O 0.09786 -2.12478 -7.14239  -0.06

HOMO-LUMO gap = 10.792 eV
LUMO energy = 0.6943 eV
SMILES = CNC=O.O.O
net charge = 0

=====

Model c:
Density functional theory data (wB97M-V/def2-TZVPD) for a cluster of 3 separate species, C2H9NO3 in total.

Each line ends with the Löwdin charge.
Cartesian coordinates (Å):
1 C -1.15552 -0.77480 -0.83640  -0.33
2 N -2.33541 -1.25738 -0.44034  -0.06
3 C -2.46915 -2.19555 0.70683  -0.04
4 O -0.26285 -0.76435 0.03452  -0.03
5 H -0.89960 -0.54558 -1.87122  0.13
6 H -3.19418 -0.88411 -0.81205  0.12
7 H -1.66768 -2.89860 0.53092  0.09
8 H -2.49905 -1.49819 1.53467  0.08
9 H -3.48139 -2.57443 0.61345  0.08
10 H 1.73132 1.72205 0.46201  0.05
11 H 1.86848 0.25222 0.12911  0.01
12 O 2.40134 1.01442 0.40856  -0.07
13 H 3.60144 2.88755 0.20128  -0.01
14 H 4.11023 3.91860 -0.77941  0.03
15 O 4.25201 3.59817 0.11808  -0.06

HOMO-LUMO gap = 10.633 eV
LUMO energy = 0.6150 eV
SMILES = CNC=O.O.O
net charge = 0

=====

Least stable: model a

=====

Model a:
Density functional theory data (wB97M-V/def2-TZVPD) for the molecule O2.

Each line ends with the Löwdin charge.
Cartesian coordinates (Å):
1 O -0.31269 -0.50613 0.11653  0.00
2 O 0.31269 0.50613 -0.11653  0.00

HOMO-LUMO gap = 7.871 eV
LUMO energy = -2.1972 eV
SMILES = O=O
net charge = 0

=====

Model b:
Density functional theory data (wB97M-V/def2-TZVPD) for a cluster of 2 separate species, O2 in total.

Each line ends with the Löwdin charge.
Cartesian coordinates (Å):
1 O 0.20368 0.25515 0.86869  0.00
2 O -0.20368 -0.25515 -0.86869  0.00

HOMO-LUMO gap = 7.356 eV
LUMO energy = -5.5700 eV
net charge = 0

=====

Least stable: model b

=====

Model a:
Density functional theory data (wB97M-V/def2-TZVPD) for a structure of composition C16H15N2O3.

Each line ends with the Löwdin charge.
Cartesian coordinates (Å):
1 C 1.82826 1.08808 -1.42254  -0.03
2 C 0.44163 1.46365 -1.95544  -0.42
3 C -0.63317 1.78495 -0.94217  -0.07
4 C -1.65914 2.82406 -1.41063  -0.38
5 C -1.40841 3.78067 -2.56251  -0.03
6 O -2.76494 2.94105 -0.83046  0.00
7 O 0.24564 1.44937 -3.19603  0.02
8 H 2.57398 1.88006 -1.65517  0.08
9 H 1.83113 0.85069 -0.34253  0.07
10 H 2.20016 0.20276 -1.96638  0.08
11 H -0.26145 2.04567 0.08147  0.13
12 H -0.34559 3.84302 -2.79978  0.07
13 H -1.94620 3.39958 -3.43831  0.09
14 H -1.83564 4.76977 -2.35614  0.08
15 C 2.79259 -3.49482 3.21472  -0.09
16 O 1.95719 -2.41548 3.58183  -0.10
17 C 1.26951 -1.75608 2.60705  -0.28
18 C 0.44022 -0.69590 3.04262  -0.01
19 C -0.38812 -0.05112 2.12442  -0.03
20 C -0.50563 -0.45607 0.77436  -0.20
21 C -1.43388 0.20221 -0.22234  -0.13
22 C -2.04032 -0.61245 -1.19861  -0.30
23 C -3.04496 -0.03735 -1.99146  -0.26
24 N -3.92231 0.40651 -2.63128  0.11
25 C -1.89419 -2.01204 -1.27882  -0.28
26 N -1.77169 -3.18339 -1.29168  0.09
27 C 0.40988 -1.42314 0.34776  -0.05
28 C 1.28487 -2.08417 1.22749  0.00
29 H 3.26403 -3.79276 4.13772  0.08
30 H 2.19965 -4.32129 2.83593  0.09
31 H 3.54798 -3.18083 2.49184  0.09
32 H 0.42557 -0.43806 4.10600  0.11
33 H -1.01010 0.76895 2.47723  0.11
34 H -2.15522 0.91151 0.26646  0.13
35 H 0.40707 -1.72800 -0.70461  0.11
36 H 1.90161 -2.92960 0.87998  0.11

HOMO-LUMO gap = 6.252 eV
LUMO energy = 2.6096 eV
net charge = -1

=====

Model b:
Density functional theory data (wB97M-V/def2-TZVPD) for a cluster of 2 separate species, C16H15N2O3 in total.

Each line ends with the Löwdin charge.
Cartesian coordinates (Å):
1 C -2.36330 -0.24901 2.14118  -0.07
2 C -0.92594 -0.02819 1.71554  -0.58
3 C 0.05528 -0.36267 2.70343  -0.09
4 C 1.51236 -0.32325 2.54818  -0.44
5 C 2.21115 -1.62240 2.17810  -0.03
6 O 2.21933 0.66848 2.79940  -0.02
7 O -0.63099 0.42902 0.58696  -0.08
8 H -2.57860 -1.32378 2.23265  0.07
9 H -2.57500 0.23295 3.10664  0.07
10 H -3.02808 0.17367 1.38455  0.06
11 H -0.26700 -0.99413 3.54345  0.09
12 H 1.49820 -2.44016 2.04470  0.07
13 H 2.76561 -1.44343 1.25009  0.08
14 H 2.92773 -1.89133 2.96366  0.07
15 C -5.69134 5.27881 4.05563  -0.07
16 O -4.48646 5.03954 4.82304  -0.10
17 C -3.40961 4.46950 4.22073  -0.27
18 C -2.35119 4.04990 5.08269  -0.01
19 C -1.23992 3.43387 4.56482  -0.02
20 C -1.09798 3.22863 3.16757  -0.19
21 C 0.12684 2.65349 2.64896  0.02
22 C 0.64974 3.01558 1.43261  -0.22
23 C 1.95191 2.64270 1.01050  -0.21
24 N 3.04331 2.45604 0.62299  0.16
25 C 0.04814 3.98674 0.57477  -0.20
26 N -0.37523 4.80599 -0.15237  0.15
27 C -2.17583 3.60858 2.33176  -0.02
28 C -3.31422 4.22286 2.82789  -0.01
29 H -6.36060 5.77955 4.75458  0.08
30 H -5.50447 5.94614 3.20658  0.09
31 H -6.14051 4.33321 3.72567  0.10
32 H -2.44710 4.26027 6.14770  0.11
33 H -0.41776 3.14031 5.21777  0.12
34 H 0.72832 2.05587 3.32250  0.10
35 H -2.12289 3.42825 1.25960  0.11
36 H -4.10600 4.53156 2.13470  0.11

HOMO-LUMO gap = 5.946 eV
LUMO energy = 2.5596 eV
net charge = -1

=====

Least stable: model b

=====

Model a:
Density functional theory data (wB97M-V/def2-TZVPD) for the molecule C3H8S.

Each line ends with the Löwdin charge.
Cartesian coordinates (Å):
1 C 0.56871 -1.35223 -1.32720  -0.17
2 C 0.26337 -0.61917 -0.01175  -0.57
3 S 0.39008 1.17271 -0.21017  0.78
4 C -0.69139 1.70343 1.11686  -0.45
5 H 0.08427 -2.32672 -1.32653  0.07
6 H 1.63378 -1.55530 -1.39051  0.06
7 H 0.24347 -0.75142 -2.17487  0.06
8 H 0.97529 -0.92669 0.75014  0.06
9 H -0.71485 -0.89022 0.38189  0.07
10 H -1.72914 1.45122 0.91996  0.03
11 H -0.38247 1.30528 2.08005  0.03
12 H -0.64114 2.78912 1.19214  0.03

HOMO-LUMO gap = 9.585 eV
LUMO energy = 1.1436 eV
SMILES = CCSC
net charge = 0

=====

Model b:
Density functional theory data (wB97M-V/def2-TZVPD) for a cluster of 2 separate species, C3H8S in total.

Each line ends with the Löwdin charge.
Cartesian coordinates (Å):
1 C 0.95955 0.58110 1.54725  -0.16
2 C -0.85039 -1.69410 -0.54650  -0.57
3 C 0.08801 1.48793 0.74425  0.03
4 S -1.09051 -0.34375 -1.79247  0.37
5 H 0.81318 0.74893 2.61983  0.08
6 H 0.57139 -0.50795 1.38002  0.08
7 H 2.02554 0.54099 1.22220  0.09
8 H -0.67155 -2.62154 -1.21777  0.05
9 H -1.77437 -1.62571 -0.10147  -0.05
10 H 0.03632 -1.42027 0.02815  -0.04
11 H 0.42070 2.16609 -0.04628  0.04
12 H -1.04650 1.60703 0.92584  0.08

HOMO-LUMO gap (alpha / beta) = 5.719 / 5.723 eV
LUMO energy (alpha / beta) = -1.9457 / -1.9760 eV
net charge = 0

=====

Least stable: model b